(1)
The following is a quantum chemistry calculation of a 8-piece molecular cluster, C12H40N10O8 overall, from the Open Molecules 2025 dataset.

The geometry in XYZ format:
```
70
Properties=species:S:1:pos:R:3:forces:R:3
O 1.6383 3.8975 2.8826 4.219 7.083 -1.199
O -2.0570 1.4817 -0.5416 3.598 1.394 -3.338
O -2.1841 -0.0670 -3.2781 1.453 0.054 0.288
O -0.1032 -2.4549 0.8718 -3.293 3.466 -2.105
O 3.2262 -3.4202 2.5068 1.823 -0.112 -3.829
O -0.3430 -0.0245 3.9409 3.587 -2.842 -0.383
O 1.9477 -3.1746 -3.0689 8.867 -1.959 -4.278
O -3.1355 5.0843 2.0877 -2.123 -3.807 -5.205
N -3.5665 2.9703 1.1577 -1.606 -6.539 2.353
N 1.7693 -0.3484 4.6786 5.440 -0.441 4.088
N 5.0212 -3.8594 1.1688 3.203 -0.701 -0.722
N 3.0911 -3.1861 0.2384 -3.126 1.055 -0.151
N -3.2308 4.4620 -0.2094 0.316 4.367 -4.533
N 1.1025 -1.5948 3.0108 -2.913 -0.820 -1.367
N -1.0526 -0.3163 1.0565 1.512 -0.417 3.368
N -0.1389 1.3992 -1.8854 4.435 -0.811 -2.356
N -1.2226 3.3437 -1.4676 0.735 0.770 -1.054
N -1.4329 -1.4099 -0.7566 -1.058 0.956 -2.980
C -1.0876 2.0521 -1.3143 -6.457 0.070 4.607
C -2.5486 0.0171 -4.6282 -2.259 0.969 0.043
C -3.4156 4.2015 1.0644 2.743 6.512 5.913
C 1.6480 1.9523 1.7370 3.875 -2.065 -0.292
C -0.8681 -1.4212 0.4212 3.691 -5.175 1.966
C 0.3390 -4.3415 -2.1211 0.799 -1.534 0.642
C -0.4104 2.9945 2.2764 -0.986 -0.640 -1.806
C -0.2327 -2.6020 -3.7257 2.612 -0.439 -1.290
C 0.7713 -3.0154 -2.6801 -7.814 -1.503 3.166
C 3.7843 -3.4661 1.3128 -2.576 -0.234 6.147
C 0.8179 -0.7427 3.9194 -6.697 4.420 -1.451
C 1.0336 2.8005 2.7364 -4.634 -5.545 1.706
H 1.8006 2.3689 0.7286 -0.534 0.159 0.276
H 0.1129 0.5068 -1.4852 0.031 -0.187 -0.029
H -0.9758 2.0179 2.2998 0.653 1.048 -0.137
H 2.1109 -2.9840 0.4811 0.416 0.045 -0.516
H 5.5863 -4.2534 1.9627 -1.037 0.980 -1.571
H 0.4314 -5.0698 -2.9523 -0.253 0.191 0.447
H -0.8704 -0.2712 2.0523 0.285 0.378 0.609
H 1.1389 2.2410 3.7466 -0.990 0.132 -1.488
H -1.1832 -2.4781 -3.4049 -3.062 -0.130 1.189
H -1.8006 -0.4980 -1.0877 -0.303 -1.304 0.327
H 1.7226 4.1664 3.7634 0.030 0.667 1.703
H -2.6577 1.0908 -4.8769 -0.292 -0.317 -0.156
H 2.5564 -1.0046 4.9548 -1.478 1.242 -0.840
H 1.9700 -1.9675 2.8809 2.927 -1.410 -0.126
H -0.3600 3.4011 1.1770 -0.076 -0.864 1.735
H -1.5294 0.3787 0.5915 -1.377 1.946 -0.690
H -0.1901 -3.2070 -4.6425 0.012 -0.253 0.473
H -3.5903 -0.4477 -4.6180 1.512 0.425 -0.791
H 2.1489 -2.3816 -3.5253 1.310 1.020 -1.002
H -1.6185 -2.2204 -1.2974 0.267 -0.464 -0.196
H -3.1524 5.4470 -0.3992 0.163 0.339 -0.061
H -1.8533 -0.3551 -5.3815 0.012 -0.746 0.277
H 1.1181 1.0023 1.7269 0.190 -0.116 -0.347
H 0.4289 -1.8200 2.2670 0.153 -0.561 0.273
H 5.3595 -3.6825 0.2108 0.598 -0.754 1.267
H 0.9392 -2.3585 -1.8931 -1.780 2.092 2.096
H 1.7028 0.4596 5.2559 -0.616 0.169 0.251
H -0.6406 -4.3638 -1.6993 -0.885 0.102 0.034
H 0.0213 -1.6339 -4.0277 0.581 1.901 -0.826
H 0.6659 1.9575 -2.3249 -1.734 -1.316 1.151
H -3.1875 2.3356 0.3854 -0.646 0.530 1.471
H -3.7900 2.6816 2.1062 0.452 -0.690 -0.410
H 2.7350 1.7717 2.1260 -1.630 -0.102 -0.839
H -1.0178 3.7295 2.7720 -0.020 0.373 0.688
H 3.3483 -3.1046 -0.7120 0.581 -0.238 -0.683
H 0.9866 -4.7094 -1.2884 -0.183 0.444 -0.687
H -0.7111 3.8256 -2.1916 0.052 0.201 0.340
H -1.3494 0.4333 -3.1641 -0.687 -0.474 0.010
H -3.6174 3.9874 -1.0273 -0.713 -0.183 1.152
H -1.9493 3.7969 -0.8806 0.707 0.192 -0.324
```
Forces are in eV/Å.

Values from the calculation:
SMILES string = NC(N)=O.NC(N)=O.NC(N)=O.NC(N)=O.NC(N)=O.CC(C)O.CC(C)O.CO
spin multiplicity = 1
relative energy (zero: lowest compared OMol25 entry of this formula, charge and spin) = 51.6 kcal/mol
energy = -44371.6315 eV
total charge = 0
gap between HOMO and LUMO = 8.152 eV

=====

(2)
The following is a quantum chemistry calculation of a 7-piece molecular cluster, C12H40N2O7 overall, from the Open Molecules 2025 dataset.

The geometry in XYZ format:
```
61
Properties=species:S:1:pos:R:3:forces:R:3
O 1.9638 -2.3334 0.3397 0.273 0.237 -0.177
O 2.6866 0.6407 -1.9724 0.441 1.171 -0.180
O -1.9216 1.4402 0.5619 -1.497 0.085 -0.108
O 0.6934 -0.7591 -2.6509 0.076 1.384 1.667
O 0.2040 -2.2561 2.7621 0.042 0.052 0.894
O -0.0512 -0.2425 -0.1353 0.974 0.457 -0.591
O 2.3588 0.8198 0.5365 -0.616 -0.438 -1.367
N -0.6006 2.0476 -1.8569 -0.819 1.135 0.594
N -1.9705 -5.1540 2.5723 -0.644 -0.019 0.896
C 2.9949 1.9033 1.1348 0.879 0.070 -0.050
C -1.5576 3.0011 -1.1880 -1.403 -0.397 -1.796
C 0.4936 -1.2423 3.6933 0.728 0.304 -0.079
C -2.6188 2.1747 -0.4626 1.675 -0.136 0.683
C -1.0348 -2.9123 2.9869 -0.271 0.323 -0.995
C 2.1555 2.8035 2.0453 0.869 0.639 0.126
C -1.2143 -3.8351 0.6533 0.645 0.724 0.716
C -1.7999 2.1415 1.7756 1.719 -0.166 0.424
C -0.9746 -4.1593 2.1343 -1.273 -1.770 -0.711
C 0.8436 -1.2538 -3.9010 0.798 -0.410 -1.535
C -2.2506 3.8495 -2.2975 -0.134 0.648 1.830
C 1.3302 -0.2267 -4.9443 -0.663 0.851 0.110
H 1.4477 2.3255 2.7218 -0.304 -0.323 -0.528
H -0.0515 -4.7028 2.3305 0.461 0.534 -0.221
H 2.3924 0.0309 -4.8995 0.020 -0.248 0.087
H -2.2098 -3.3836 0.6430 0.103 0.229 -0.380
H -1.2283 1.5005 -2.4523 0.379 -0.283 0.053
H 1.7440 3.6235 1.4517 -0.603 -0.207 0.219
H -1.8077 -2.2196 2.6115 -0.189 -0.266 0.063
H -0.1295 2.6370 -2.5449 0.491 -0.380 0.218
H 0.7891 0.7172 -4.7811 0.010 -0.055 -0.002
H -1.2205 -4.6795 -0.0306 0.171 -0.253 0.220
H 1.7283 0.3915 -2.2669 -0.623 -1.698 -0.811
H 0.5529 -1.6318 4.7149 -0.243 0.034 0.000
H -2.9338 -4.8421 2.4917 0.140 0.284 -0.060
H 1.7937 -2.1154 1.2659 -0.141 -0.069 -0.089
H 2.4594 -1.5715 0.0008 -0.128 -0.192 0.314
H 2.8445 3.2875 2.7522 0.041 0.087 -0.214
H 0.8152 0.2202 0.2189 0.104 -0.289 0.173
H -1.4292 1.4122 2.4977 -0.277 -0.038 0.107
H 1.4852 -0.8594 3.4375 -0.008 -0.065 0.002
H -1.6697 4.7624 -2.4364 0.095 -0.172 -0.606
H -1.1410 3.6724 -0.4376 0.662 -0.187 -0.214
H -1.3208 -3.1617 4.0147 0.746 0.075 0.198
H -0.5522 0.5554 -0.4691 0.187 -0.381 0.183
H -2.6764 2.6437 2.1869 -0.361 -0.189 -0.445
H -3.3467 2.8248 0.0217 -0.361 -0.092 -0.301
H -1.9356 -6.0090 2.0332 0.331 0.091 -0.101
H 3.3029 -0.0574 -2.2284 -0.311 -0.119 0.085
H 1.0732 -0.5285 -5.9620 0.231 -0.189 -0.001
H -0.4298 -3.1331 0.3621 -0.306 0.130 -0.451
H -2.4507 3.2988 -3.2101 0.144 -0.009 -0.101
H -0.9701 2.8564 1.6954 -0.265 0.288 0.040
H 3.4786 2.5393 0.3589 -0.456 0.099 0.147
H 0.2204 -0.7547 -0.9843 -0.019 0.178 -0.150
H -3.1984 4.2088 -1.8758 -0.077 -0.033 -0.321
H -0.1680 -0.3674 3.6422 -0.332 -0.299 0.012
H -0.0706 -1.6898 -4.3296 -0.227 -0.036 0.253
H 2.6214 0.7813 -0.9226 0.039 -0.073 1.797
H 1.6073 -2.0503 -3.9932 -0.150 -0.338 0.404
H 3.8971 1.6045 1.7067 -0.414 -0.480 0.095
H -3.0427 1.4167 -1.1225 -0.360 0.191 -0.023
```
Forces are in eV/Å.

Values from the calculation:
spin multiplicity = 1
relative energy (zero: lowest compared OMol25 entry of this formula, charge and spin) = 36.9 kcal/mol
energy = -30401.5056 eV
total charge = 0
gap between HOMO and LUMO = 8.675 eV

=====

(3)
The following is a quantum chemistry calculation of a 7-piece molecular cluster, C12H40NO10 overall, from the Open Molecules 2025 dataset.

The geometry in XYZ format:
```
63
Properties=species:S:1:pos:R:3:forces:R:3
O 5.9880 -23.6984 22.8901 -0.239 0.908 0.054
O 8.7714 -22.4185 17.0510 0.238 -1.244 1.683
O 9.4156 -24.4033 26.1150 2.136 -0.316 -0.452
O 7.8538 -22.3881 24.4389 1.692 0.270 1.162
O 10.9185 -20.9217 22.0572 -0.155 -3.016 -0.161
O 10.7559 -18.8002 20.2114 0.297 0.568 0.883
O 11.2679 -25.3397 22.4009 -1.509 0.248 0.813
O 12.0510 -21.8680 25.8262 -0.522 -0.074 -0.131
O 8.4609 -25.4318 23.0086 -1.350 1.020 -0.830
O 8.6335 -20.8042 19.5788 -0.337 -0.512 0.722
N 10.3875 -22.8696 23.7854 1.055 -1.744 1.550
C 13.0124 -26.4532 23.5211 0.182 0.266 0.694
C 13.8085 -22.5535 24.3036 0.868 -0.954 -1.363
C 7.4172 -25.3976 21.9728 -1.342 -1.391 0.256
C 9.2063 -22.0779 19.4377 0.798 -0.355 -1.220
C 13.1416 -22.7647 25.6193 0.721 0.225 0.527
C 7.8957 -22.6728 25.7984 -2.145 1.529 1.135
C 8.6211 -22.9864 18.3858 -1.755 0.537 -0.097
C 11.5291 -26.0924 23.5888 2.100 -0.963 -0.235
C 11.4407 -19.6785 22.3244 0.202 1.124 0.320
C 6.0151 -25.0733 22.5985 1.708 -1.153 1.201
C 11.9005 -19.0183 21.0700 -0.559 0.528 -1.376
C 8.1017 -24.1481 26.1307 -0.478 0.521 -0.939
H 10.2558 -20.8658 21.3649 -0.179 0.495 -0.461
H 14.0129 -21.5208 24.0210 -0.161 -0.060 0.205
H 13.5780 -25.5370 23.6908 0.094 -0.004 0.396
H 7.5581 -23.1332 18.5767 -0.456 0.488 -0.177
H 12.2959 -19.7137 22.9994 -0.017 -0.553 0.097
H 10.6111 -23.8498 23.6884 0.216 -0.315 -0.547
H 13.9298 -22.6304 26.3602 -0.368 0.099 0.410
H 13.4115 -26.7597 22.5542 -0.584 -0.589 -0.076
H 11.1359 -18.5429 19.3683 -0.320 0.117 -0.241
H 10.9196 -26.9678 23.8135 -0.417 -0.190 -0.962
H 14.7532 -23.0971 24.3009 0.511 0.355 0.540
H 9.4717 -22.8343 24.2099 -0.643 0.730 -1.197
H 9.2212 -22.6160 20.3855 -0.265 0.182 0.350
H 10.6243 -19.1980 22.8636 0.322 1.202 -0.211
H 7.5804 -24.7508 21.1108 0.495 0.708 0.408
H 8.3237 -20.4645 18.7360 0.134 -0.039 -0.295
H 7.4844 -26.3888 21.5246 -0.657 -0.255 0.058
H 8.5363 -22.0042 26.3736 0.874 -0.182 -0.645
H 11.4422 -25.5440 24.5267 -0.325 1.044 -0.319
H 7.2214 -22.8973 23.9266 -1.524 -0.849 -0.778
H 10.9962 -22.5086 24.5059 0.728 0.531 0.769
H 9.3756 -23.0391 16.6369 0.116 0.270 -0.632
H 13.4120 -23.1168 23.4589 -1.041 0.465 -0.205
H 12.5070 -19.6062 20.3810 0.803 -0.682 1.050
H 7.4917 -24.8184 25.5252 -0.050 -0.463 0.053
H 10.6514 -22.3464 22.9627 -0.568 1.130 -1.188
H 12.4822 -18.1361 21.3373 -0.311 0.473 -0.158
H 5.5968 -23.2524 22.1353 -0.052 0.460 -0.023
H 5.0759 -25.4552 22.1984 0.392 0.244 -1.113
H 6.9503 -22.3467 26.2320 -0.664 -0.522 0.054
H 9.5545 -25.3512 26.1770 0.488 -0.904 -0.612
H 10.2386 -22.0084 19.0949 0.536 0.395 0.334
H 5.9656 -25.5518 23.5766 0.410 -0.232 0.213
H 12.7779 -23.7867 25.7257 -0.069 -0.131 0.017
H 9.2217 -25.6587 22.4689 0.837 0.061 0.281
H 12.1942 -21.2641 26.5586 0.188 -0.033 0.013
H 13.2254 -27.1843 24.3010 0.396 -0.018 -0.160
H 8.0133 -24.3850 27.1910 -1.627 0.670 1.270
H 11.5242 -25.8778 21.6484 0.229 -0.104 -0.113
H 8.9470 -24.0126 18.5554 0.924 -0.013 -0.602
```
Forces are in eV/Å.

Values from the calculation:
spin multiplicity = 2
energy = -35035.7342 eV
total charge = +2
gap between HOMO and LUMO (spin up / spin down) = 8.920 / 2.056 eV

=====

(4)
The following is a quantum chemistry calculation of C12H42CsN3O10S as an isolated structure, from the Open Molecules 2025 dataset.

The geometry in XYZ format:
```
69
Properties=species:S:1:pos:R:3:forces:R:3
Cs -11.9892 14.1985 -2.2685 -0.886 -0.454 -0.900
S -8.8517 12.9942 -2.7146 -0.374 -3.358 -0.110
O -8.6070 16.7100 -3.2300 0.039 1.881 0.198
O -8.1722 7.3579 0.8628 0.318 1.656 -0.851
O -9.4709 13.2392 -1.3700 0.229 0.710 2.277
O -3.4044 10.1340 -2.5273 1.316 0.909 -0.183
O -8.9535 14.2428 -3.4142 -0.178 4.235 -1.690
O -9.0504 15.8952 -7.8759 1.292 -0.396 0.119
O -7.4156 12.6585 -2.5804 -0.204 0.114 1.209
O -9.8715 14.1433 0.8612 -0.426 0.840 1.967
O -9.6880 12.0058 -3.3718 1.025 0.532 0.388
O -6.1747 13.8479 -0.8067 1.341 1.575 1.539
N -10.6889 13.2711 -5.9469 -0.223 -1.094 0.947
N -9.6875 9.3927 -1.8885 -0.036 -0.122 -0.879
N -5.9996 11.3089 -4.9336 -0.151 0.924 -0.202
C -8.0805 6.0223 1.1833 1.002 -1.436 1.309
C -8.9844 7.6247 -0.2696 -1.002 -0.651 -0.340
C -9.0994 9.1388 -0.5981 0.292 -0.347 2.032
C -4.3326 11.0592 -3.1310 0.706 -1.862 0.457
C -10.5963 14.3768 -6.8453 0.167 1.497 0.176
C -11.5446 15.5053 -6.3853 -0.079 0.073 -0.262
C -9.1558 14.9570 -6.8344 -0.701 -0.224 -0.979
C -7.6798 16.0512 -8.2752 -0.144 2.023 -0.123
C -5.2566 10.3307 -4.1544 -0.540 0.026 0.837
C -3.8943 9.0342 -1.7469 -0.396 0.258 -2.366
C -4.5129 9.3816 -5.1152 0.767 0.959 1.365
C -9.8465 9.8770 0.5633 0.399 -0.157 -0.633
H -9.9340 7.1204 -0.0717 -0.647 0.591 0.103
H -4.3445 8.4287 -4.6145 -0.478 -0.325 -0.563
H -4.8503 9.2788 -1.2820 0.114 -0.087 0.484
H -3.8066 11.8460 -3.6740 0.610 -0.306 -0.062
H -9.7377 13.8560 -0.0750 0.685 -1.660 -3.025
H -6.6972 13.1957 -1.3359 -1.658 -1.995 -2.332
H -10.3849 14.9612 0.8750 -0.359 0.310 0.449
H -9.6362 10.3557 -2.1997 -0.419 0.338 0.874
H -10.2988 12.4217 -6.3337 -0.253 -0.132 -0.367
H -9.0918 9.0340 -2.6257 0.007 -0.965 0.051
H -9.0007 14.3301 1.2321 0.194 -0.113 0.646
H -10.1095 13.3903 -5.1268 -0.040 0.348 0.052
H -10.9517 14.0860 -7.8336 0.588 -0.165 -0.133
H -3.4955 9.7615 -5.2212 -0.007 0.178 -0.486
H -3.1185 8.6163 -1.1082 -0.075 0.616 0.244
H -4.0586 8.3026 -2.5402 -0.509 -0.719 0.577
H -8.0544 9.4543 -0.5323 0.267 0.336 -0.069
H -8.3729 14.1967 -6.8716 -0.199 -0.433 -0.526
H -10.7945 9.4236 0.8525 0.053 -0.228 -0.181
H -8.7810 15.7633 -3.4498 -0.079 -3.011 -0.509
H -12.5552 15.1689 -6.1508 0.203 -0.446 0.471
H -7.4762 17.1215 -8.3574 -0.454 0.268 -0.432
H -6.6064 14.1046 0.0149 0.129 -0.335 0.501
H -4.6722 11.5358 -2.2072 -1.619 0.320 -0.352
H -10.0717 10.9051 0.2737 0.041 0.202 -0.162
H -11.0227 15.9839 -5.5531 -0.435 0.233 0.473
H -6.9336 15.8549 -7.5039 -0.197 -1.143 0.027
H -6.1479 12.1405 -4.3784 0.068 0.102 0.012
H -5.0340 9.4035 -6.0702 0.114 -0.547 0.113
H -6.9402 10.9722 -5.0911 -0.028 -0.176 -0.264
H -9.0441 5.5574 1.3966 -0.122 -0.121 -0.427
H -7.8231 16.7747 -2.6718 0.479 0.198 -0.067
H -11.7635 16.2879 -7.1123 0.672 -0.019 -0.264
H -6.1019 14.6511 -1.3361 0.501 0.101 -0.490
H -7.4844 15.6500 -9.2686 0.074 -0.570 0.329
H -5.9933 9.7570 -3.5871 0.117 -0.337 0.270
H -8.6988 7.0766 -1.1712 0.882 0.098 -0.137
H -7.4851 5.8888 2.0892 -0.370 0.742 0.559
H -8.9256 15.4484 -5.8831 -0.393 0.255 0.517
H -9.3631 17.0296 -2.7222 -0.333 0.551 -0.041
H -9.2015 9.9155 1.4412 -0.030 -0.143 0.035
H -7.4089 5.4091 0.5777 -0.648 0.078 -1.209
```
Forces are in eV/Å.

Values from the calculation:
spin multiplicity = 1
energy = -49432.0497 eV
total charge = +2
gap between HOMO and LUMO = 4.379 eV

=====

> Number 4 is which compound?

C12H42CsN3O10S